A cluster of 2 separate species, BrH4NSi in total in a non-equilibrium geometry, computed with ωB97M-V with the def2-TZVPD basis set.

Last columns: bonded neighbours and bond lengths (Å).
Atoms and positions in Å:
1 N -0.03 0.68 -0.26  Si2 1.599, H3 1.024
2 Si -1.39 -0.06 0.11  N1 1.599, H4 1.508, H5 1.487
3 H 0.15 1.67 -0.47  N1 1.024
4 H -2.42 0.43 1.09  Si2 1.508
5 H -1.34 -1.53 -0.13  Si2 1.487
6 Br 4.83 -0.04 0.01  H7 1.382
7 H 4.19 -1.26 0.15  Br6 1.382

- energy above the lowest of the compared OMol25 structures with the same formula, charge and spin (eV) = 3.1657
- SMILES string = N=[SiH2].Br
- calculated total energy (eV) = -79473.302
- LUMO level (eV) = -0.244
- E_HOMO (eV) = -9.48
- multiplicity = 1

Atomic partial charges in e from the natural (NBO) method, atoms 1 to 5: -1.321, 1.317, 0.394, -0.200, -0.189